Record 1
169
Properties=species:S:1:pos:R:3 method="wB97M-V/def2-TZVPD" gap_ev="5.59 / 8.90" lumo_energy_ev="-0.23 / -0.30" spin_multiplicity=5
V 2.6136 0.4886 1.7508
C -0.4208 2.3919 -0.5016
F -1.2188 2.1059 0.5269
F -1.1280 2.6942 -1.5895
F 0.4385 3.3615 -0.1807
S 0.7007 0.8066 -0.8682
O 0.0464 0.0143 -1.9131
O 2.0064 1.3202 -1.2498
N 0.8706 0.0318 0.7364
S -0.1607 -1.1341 0.6637
O -1.5662 -0.7508 0.3654
O 0.2858 -2.3674 0.0543
C -0.1993 -1.6494 2.5509
F 0.8773 -2.4235 2.8038
F -0.1907 -0.5470 3.2727
F -1.3323 -2.3915 2.8130
C -2.4324 -3.7488 5.7239
C -3.0758 -5.1092 5.9386
O -2.1286 -5.9387 6.5239
H -2.2718 -3.3158 6.7112
H -3.1313 -3.0367 5.2852
H -1.4490 -3.7524 5.2538
H -3.3544 -5.5121 4.9649
H -3.9905 -5.0390 6.5272
H -2.3954 -6.8510 6.3893
C 0.7268 3.1950 -4.4301
C 0.9957 4.3936 -5.2611
O 0.4925 4.0932 -6.5313
H 1.0640 3.3014 -3.3990
H 1.1895 2.3028 -4.8519
H -0.3329 2.9579 -4.3364
H 2.0690 4.5578 -5.3567
H 0.4714 5.2264 -4.7924
H 0.5514 4.9047 -7.0409
C -1.6814 -3.6019 -3.3023
C -2.5785 -2.3179 -2.9877
O -3.8043 -2.4821 -3.6697
H -0.7786 -3.7533 -2.7106
H -1.3657 -3.6222 -4.3454
H -2.2894 -4.4919 -3.1402
H -2.1239 -1.4117 -3.3882
H -2.7068 -2.1390 -1.9202
H -3.6246 -2.6296 -4.6011
C -4.6021 0.8843 -1.1135
C -5.6658 1.7992 -0.4594
O -6.2395 2.6403 -1.3824
H -3.8318 1.5129 -1.5602
H -5.0342 0.3489 -1.9590
H -4.2233 0.1356 -0.4178
H -5.2551 2.3436 0.3910
H -6.4703 1.1805 -0.0618
H -6.7113 3.3168 -0.8913
C 3.0613 -4.7705 2.8792
C 4.4288 -4.1064 3.0858
O 4.9232 -3.6768 1.8518
H 2.3944 -3.9869 2.5197
H 2.5313 -5.0485 3.7902
H 3.0201 -5.6115 2.1870
H 5.1122 -4.8950 3.4005
H 4.4203 -3.2664 3.7804
H 5.8457 -3.4425 1.9770
C -0.4254 -5.8646 2.9778
C -1.5723 -6.8433 2.8084
O -1.4754 -7.5922 1.5751
H -0.6604 -5.1397 3.7572
H -0.2374 -5.2380 2.1060
H 0.4873 -6.4200 3.1938
H -2.4422 -6.1865 2.7984
H -1.6936 -7.5099 3.6622
H -2.2864 -8.0996 1.4944
C 2.0701 -5.1860 -0.9797
C 0.7418 -5.8382 -0.7009
O 0.9543 -6.9044 0.2796
H 2.7575 -5.8423 -1.5134
H 2.5499 -4.8242 -0.0703
H 1.8913 -4.3287 -1.6288
H 0.3402 -6.3421 -1.5800
H -0.0067 -5.1074 -0.3946
H 0.1337 -7.0475 0.7567
C -3.5240 1.4223 2.9279
C -4.5279 1.6040 4.0791
O -5.7810 1.0071 3.6534
H -2.4973 1.7174 3.1445
H -3.8151 2.0008 2.0512
H -3.5456 0.3911 2.5753
H -4.6009 2.6824 4.2199
H -4.1911 1.1470 5.0096
H -5.6951 0.0587 3.7747
C -0.7456 -0.4243 7.0797
C -0.9148 1.0410 6.8818
O -1.7069 1.5884 7.9029
H -1.7275 -0.8886 6.9883
H -0.2466 -0.7425 7.9951
H -0.2582 -0.7971 6.1789
H -1.3360 1.2543 5.8994
H 0.0810 1.4778 6.8063
H -1.9170 2.4884 7.6431
C 6.5297 0.5055 1.2016
C 5.6008 1.5678 1.6927
O 4.3472 1.5180 0.9026
H 6.0708 -0.4584 0.9818
H 7.3704 0.3521 1.8781
H 6.9432 0.7802 0.2312
H 6.0982 2.5041 1.4399
H 5.4210 1.4711 2.7634
H 4.6409 1.6661 0.0007
C 4.9497 -1.8573 -0.9503
C 3.4952 -1.7726 -0.3577
O 3.5201 -1.4227 0.9991
H 5.3374 -0.8938 -1.2813
H 4.9451 -2.4190 -1.8844
H 5.6153 -2.3874 -0.2690
H 3.1370 -2.8011 -0.4013
H 2.7594 -1.1396 -0.8538
H 4.0573 -2.0914 1.4301
C 4.7513 3.4483 -3.7990
C 4.6017 2.0811 -3.1251
O 5.0488 2.1646 -1.7873
H 4.4627 3.3643 -4.8467
H 5.7445 3.8957 -3.8363
H 4.1535 4.2116 -3.3009
H 5.2181 1.3891 -3.6989
H 3.5856 1.7039 -3.2402
H 5.9999 2.2953 -1.7911
C -2.7609 1.2701 -4.6424
C -2.9268 1.9738 -5.9482
O -2.7290 1.0055 -6.9899
H -1.6913 1.0675 -4.5889
H -3.2737 0.3128 -4.5497
H -2.9846 1.8803 -3.7673
H -2.2483 2.8151 -6.0891
H -3.9556 2.2854 -6.1289
H -2.0642 1.3658 -7.5813
C -4.5907 4.9094 -3.5276
C -3.0995 5.2881 -3.5974
O -2.9544 6.6938 -3.6599
H -5.1499 5.0509 -4.4525
H -5.1485 5.3780 -2.7167
H -4.7750 3.8427 -3.3999
H -2.5799 4.8642 -4.4567
H -2.5150 4.9495 -2.7420
H -2.2915 6.9485 -3.0139
C -1.6846 6.4805 -0.0156
C -0.5816 6.5759 -0.9999
O -0.9470 7.4363 -2.0192
H -1.6165 5.5219 0.4987
H -2.7010 6.4715 -0.4090
H -1.5889 7.1998 0.7978
H -0.4515 5.5788 -1.4206
H 0.3721 6.8403 -0.5431
H -0.8632 8.3010 -1.6107
C 0.9318 3.2501 4.3942
C 0.6792 2.7950 2.9608
O 1.8576 2.5399 2.2900
H 1.4878 2.5270 4.9909
H 0.0068 3.3674 4.9586
H 1.5735 4.1297 4.4453
H 0.1502 3.5718 2.4086
H 0.0269 1.9244 3.0279
H 2.2603 3.4085 2.2194
C 2.5726 -1.2625 -4.6543
C 1.9587 -2.4337 -3.8978
O 1.4291 -3.3271 -4.8823
H 3.1571 -0.6328 -3.9836
H 1.7826 -0.6160 -5.0364
H 3.1760 -1.5826 -5.5038
H 1.1596 -2.0624 -3.2561
H 2.7557 -2.9640 -3.3766
H 0.8829 -2.8189 -5.4865

Record 2
166
Properties=species:S:1:pos:R:3 method="wB97M-V/def2-TZVPD" gap_ev=8.62 lumo_energy_ev=1.93 charge=-1
As 16.6814 7.4742 1.3418
F 17.1214 9.1395 0.8451
F 18.3487 6.9314 0.8462
F 16.2188 5.7869 1.8344
F 15.0466 8.0238 1.8719
F 16.0865 7.1737 -0.3454
F 17.4180 7.7878 2.9916
O 15.7145 6.1738 -2.8016
H 15.7852 6.5328 -1.9170
H 14.7730 6.0884 -2.9513
O 17.8810 10.1555 4.1345
H 17.8210 9.2890 3.7323
H 17.7384 10.7662 3.4114
C 22.8694 12.8738 0.6931
C 22.6956 11.3541 0.5550
C 21.4866 10.8343 1.3305
O 21.6306 9.3630 1.4271
C 20.6616 8.7350 2.1903
N 22.6277 11.0174 -0.8562
H 22.9834 13.1951 1.7284
H 21.9963 13.3516 0.2486
H 23.8112 13.1865 0.2421
H 23.5324 10.8823 1.0700
H 20.5615 11.2161 0.8987
H 21.6244 11.2510 2.3282
H 20.5706 9.1349 3.2001
H 20.8863 7.6735 2.2952
H 19.6847 8.9474 1.7559
H 22.3737 10.0451 -0.7553
H 21.7273 11.3808 -1.1344
C 19.4076 7.9027 -1.9401
C 18.9698 8.4992 -3.2925
C 17.5254 9.1971 -3.2847
O 17.2365 9.7356 -4.5139
C 16.1284 10.6857 -4.5323
N 19.9014 9.4748 -3.8533
H 19.7127 8.6487 -1.2063
H 20.1933 7.1531 -2.0341
H 18.5468 7.3864 -1.5151
H 19.0035 7.6881 -4.0198
H 17.4763 9.9871 -2.5353
H 16.7826 8.4825 -2.9300
H 16.2574 11.4823 -3.7995
H 15.1176 10.2930 -4.4216
H 15.9570 11.0376 -5.5496
H 20.7905 9.0068 -3.9555
H 19.5566 9.6605 -4.7843
C 13.7345 9.2809 -2.0606
C 12.4680 8.3874 -1.9766
C 12.6828 6.9196 -1.6327
O 12.9800 6.0351 -2.7235
C 11.7766 5.5808 -3.3644
N 11.4935 9.0362 -1.0674
H 14.3484 8.9483 -2.8976
H 14.3022 9.3578 -1.1333
H 13.4542 10.2754 -2.4077
H 12.0702 8.3238 -2.9894
H 11.8592 6.4689 -1.0789
H 13.5436 6.8955 -0.9646
H 11.3620 6.4490 -3.8767
H 11.0699 5.2109 -2.6216
H 12.0032 4.8040 -4.0947
H 11.7526 9.0513 -0.0913
H 10.7529 8.3776 -0.8727
C 9.3451 3.1519 2.1102
C 9.5538 4.5087 1.4484
C 10.7177 5.2840 2.0391
O 11.8653 4.6376 1.5830
C 13.0294 5.1490 2.2046
N 9.7890 4.3623 0.0134
H 10.3273 2.6845 2.1800
H 8.5900 2.6132 1.5378
H 9.0319 3.4078 3.1224
H 8.6442 5.0888 1.6038
H 10.6402 5.4346 3.1159
H 10.5727 6.2934 1.6541
H 13.3213 5.9981 1.5867
H 13.8252 4.4041 2.2113
H 12.9496 5.3933 3.2639
H 9.2393 3.6133 -0.3825
H 10.7158 3.9812 -0.1132
C 15.3226 9.0592 5.8617
C 15.3216 7.5371 6.1644
C 14.1633 6.6849 5.6628
O 12.9454 7.0783 6.2724
C 11.7792 6.3864 5.7764
N 16.5607 7.1049 5.5862
H 16.2279 9.5860 6.1633
H 14.5436 9.6659 6.3234
H 15.3230 9.2341 4.7858
H 15.5581 7.3457 7.2110
H 14.4085 5.6229 5.6731
H 14.0353 6.8198 4.5888
H 11.6798 5.4056 6.2416
H 11.6551 6.4644 4.6963
H 10.8768 6.9538 6.0044
H 17.2303 7.8548 5.6829
H 16.4840 6.9923 4.5854
C 21.6387 2.7428 5.6832
C 20.5936 2.3264 4.6676
C 20.4048 3.2272 3.5094
O 20.1733 4.6035 3.8732
C 19.4535 5.3711 2.9102
N 21.0276 0.9785 4.3092
H 21.4265 3.6525 6.2449
H 22.5629 2.9276 5.1358
H 21.8332 1.9343 6.3880
H 19.6577 2.2599 5.2225
H 19.5410 2.8811 2.9418
H 21.1737 3.1263 2.7434
H 19.2742 6.3336 3.3893
H 18.5572 4.9123 2.4927
H 20.0614 5.5133 2.0167
H 21.3163 0.3216 5.0199
H 20.2434 0.4355 3.9771
C 10.2802 9.1507 2.4590
C 11.6036 9.9125 2.3598
C 12.1815 10.2022 3.7299
O 11.2343 10.8861 4.5379
C 11.6550 10.9230 5.8873
N 12.4729 9.1160 1.5455
H 9.5420 9.7218 3.0221
H 10.3586 8.1686 2.9253
H 9.9265 8.9669 1.4446
H 11.3874 10.7979 1.7620
H 13.0545 10.8526 3.6756
H 12.5300 9.2628 4.1590
H 11.6363 9.9248 6.3247
H 10.9246 11.5557 6.3916
H 12.6809 11.2785 5.9835
H 12.7913 8.2669 1.9902
H 13.3679 9.5839 1.5400
C 17.0480 12.6541 -0.2493
C 16.8444 12.7457 1.2699
C 15.3198 12.5966 1.6826
O 14.5574 13.5813 0.9925
C 13.1838 13.5686 1.3703
N 17.6095 11.6580 1.8050
H 16.6246 13.5046 -0.7836
H 16.5208 11.8593 -0.7770
H 18.1198 12.6550 -0.4476
H 17.2296 13.7026 1.6221
H 15.2064 12.6614 2.7648
H 14.9511 11.5795 1.5496
H 12.5339 14.3679 1.0143
H 13.0733 13.7026 2.4463
H 12.6424 12.6826 1.0384
H 18.5267 11.6160 1.3841
H 17.2907 10.7706 1.4430
C 14.8253 3.4458 -0.8738
C 13.4849 2.7398 -0.9043
C 13.2650 1.9362 0.3744
O 13.8638 0.6301 0.3570
C 13.4478 -0.2012 1.3987
N 12.3820 3.7135 -0.9170
H 14.8592 3.9664 0.0833
H 14.9321 4.2486 -1.6033
H 15.6562 2.7572 -1.0271
H 13.4068 2.0733 -1.7632
H 12.1995 1.7176 0.4461
H 13.6070 2.4848 1.2520
H 13.7654 -1.2252 1.2020
H 12.3696 -0.3475 1.3349
H 13.7454 0.0124 2.4253
H 12.5272 4.3870 -1.6556
H 12.5008 4.1934 -0.0362